# 1
{"formula": "C5H12N2", "method": "the ωB97M-V functional and the def2-TZVPD basis", "homo_ev": -8.6777, "e_tot_ev": -8358.2800, "homo_lumo_gap_ev": 9.730, "e_lumo_ha": 0.039, "charge": 0, "de_lowest_kcal_mol": 42.8, "multiplicity": 1, "elements": ["C", "C", "C", "C", "N", "C", "N", "H", "H", "H", "H", "H", "H", "H", "H", "H", "H", "H", "H"], "coordinates": [[-0.1082, 1.8844, 1.9917], [-0.4254, 2.2849, 0.7676], [-0.2751, 1.4269, -0.4640], [-0.8997, 0.0157, -0.3241], [-0.2590, -0.9724, -1.1421], [1.0542, -1.5001, -0.9492], [1.1331, -2.7872, -0.2242], [-0.2929, 2.5155, 2.8468], [0.1523, 0.8372, 2.0664], [-0.9728, 3.2116, 0.6292], [0.8041, 1.3154, -0.6349], [-0.5516, 1.9507, -1.3783], [-1.9170, 0.1643, -0.6885], [-1.0247, -0.1619, 0.7486], [-0.9068, -1.7322, -1.2936], [1.5956, -0.7777, -0.3355], [1.5914, -1.6987, -1.8732], [0.9627, -2.6209, 0.7635], [0.3397, -3.3555, -0.5062]], "forces_ev_per_angstrom": [[-0.6, -0.1, -0.7], [-0.9, 0.1, -0.2], [1.4, -0.2, 0.1], [-0.2, 1.6, 0.0], [-1.0, -0.5, -1.0], [0.5, -0.3, 1.4], [-0.4, 0.3, 0.4], [0.1, -0.2, 0.2], [0.6, 0.1, 0.7], [0.4, 0.3, 0.0], [0.0, -0.2, 0.2], [-0.6, -0.1, 0.1], [-0.1, -0.5, -0.1], [0.3, -0.5, 0.1], [0.0, 0.0, -0.3], [0.4, 0.0, -0.3], [-0.2, 0.4, -0.3], [0.1, 0.0, 0.0], [0.2, -0.2, -0.2]], "mulliken_charge": [-0.7261, -0.1416, -0.5983, -0.5315, -0.2845, -0.4423, -0.6403, 0.2798, 0.2493, 0.3049, 0.2664, 0.3790, 0.2728, 0.3167, 0.2198, 0.3008, 0.2815, 0.2520, 0.2416]}

=====

# 2
{"formula": "C47H47N4O2S2SiV", "method": "the ωB97M-V functional and the def2-TZVPD basis", "homo_ev": [-12.6549, -11.4672], "e_tot_ev": -114779.3845, "homo_lumo_gap_ev": [7.636, 6.383], "e_lumo_ha": [-0.184, -0.187], "charge": 2, "s_squared": 2.06, "de_lowest_kcal_mol": 20.5, "multiplicity": 3, "elements": ["V", "C", "C", "C", "C", "C", "C", "C", "S", "O", "C", "C", "C", "C", "C", "C", "C", "C", "C", "C", "C", "C", "C", "C", "C", "C", "C", "C", "C", "C", "S", "O", "C", "C", "C", "C", "C", "C", "C", "H", "H", "H", "H", "H", "H", "H", "H", "H", "H", "H", "H", "H", "H", "H", "H", "H", "H", "H", "H", "H", "H", "H", "H", "H", "H", "C", "Si", "C", "C", "C", "C", "C", "C", "C", "H", "H", "H", "H", "H", "H", "H", "H", "H", "H", "H", "C", "C", "C", "C", "N", "C", "N", "N", "N", "H", "H", "H", "H", "H", "H", "H", "H", "H", "H"], "coordinates": [[0.1891, -0.8575, -0.1057], [7.6381, -3.1483, 0.6199], [6.3431, -2.4475, 0.3287], [5.1675, -3.1698, 0.1376], [3.9683, -2.5206, -0.1122], [3.9508, -1.1364, -0.1640], [5.1078, -0.3875, 0.0030], [6.2936, -1.0537, 0.2506], [2.4298, -0.2801, -0.4812], [2.7776, 0.9274, -1.2550], [1.8894, 0.1118, 1.2188], [1.8131, -0.9965, 2.1056], [1.3483, -0.8269, 3.3786], [0.8916, 0.4353, 3.8175], [0.3855, 0.6125, 5.1291], [-0.0829, 1.8277, 5.5304], [-0.0777, 2.9222, 4.6360], [0.4085, 2.7858, 3.3695], [0.9207, 1.5377, 2.9245], [1.4541, 1.3653, 1.6098], [1.4982, 2.5613, 0.7213], [2.4718, 3.5687, 0.9586], [3.4952, 3.4068, 1.9282], [4.4279, 4.3841, 2.1158], [4.3838, 5.5738, 1.3554], [3.4112, 5.7565, 0.4167], [2.4344, 4.7582, 0.1911], [1.4274, 4.9267, -0.7916], [0.5173, 3.9467, -1.0377], [0.5638, 2.7627, -0.2678], [-0.4358, 1.3807, -0.7105], [-1.8436, 1.6859, -0.0075], [-0.7607, 1.6126, -2.4286], [0.1438, 1.0638, -3.3293], [-0.0932, 1.2307, -4.6830], [-1.2092, 1.9306, -5.1421], [-1.4358, 2.1269, -6.6121], [-2.0932, 2.4699, -4.2065], [-1.8775, 2.3220, -2.8477], [7.6353, -4.1652, 0.2316], [7.8041, -3.2045, 1.6975], [8.4816, -2.6142, 0.1853], [5.1937, -4.2516, 0.1708], [3.0609, -3.0899, -0.2811], [5.0760, 0.6910, -0.0834], [7.2058, -0.4839, 0.3763], [2.1551, -1.9699, 1.7783], [1.3138, -1.6681, 4.0596], [0.3807, -0.2347, 5.8031], [-0.4633, 1.9607, 6.5341], [-0.4623, 3.8784, 4.9642], [0.4052, 3.6343, 2.6995], [3.5366, 2.5007, 2.5190], [5.2077, 4.2529, 2.8537], [5.1283, 6.3404, 1.5219], [3.3737, 6.6648, -0.1710], [1.4010, 5.8459, -1.3624], [-0.2237, 4.0716, -1.8129], [1.0324, 0.5557, -2.9771], [0.6069, 0.8170, -5.3980], [-1.0857, 1.2690, -7.1841], [-0.8841, 3.0017, -6.9620], [-2.4887, 2.2891, -6.8352], [-2.9619, 3.0173, -4.5499], [-2.5648, 2.7475, -2.1278], [-2.2338, -0.8296, 1.4070], [-2.9722, 0.3566, 0.1476], [-3.2660, -0.4549, -1.4996], [-4.5167, 1.1325, 0.7742], [-5.2018, 2.0689, -0.0083], [-6.4087, 2.6007, 0.4110], [-6.9612, 2.1920, 1.6188], [-6.3026, 1.2601, 2.4054], [-5.0879, 0.7358, 1.9860], [-2.6971, -1.8163, 1.3783], [-2.3932, -0.4015, 2.4004], [-1.1388, -0.9875, 1.4266], [-3.8320, -1.3691, -1.2911], [-2.3874, -0.7190, -2.0881], [-3.9075, 0.1788, -2.1152], [-4.7891, 2.3967, -0.9573], [-6.9226, 3.3300, -0.2005], [-7.9084, 2.6013, 1.9439], [-6.7328, 0.9421, 3.3455], [-4.5904, 0.0131, 2.6219], [-3.4449, -5.2263, -1.6087], [-2.5016, -6.1968, -0.9044], [-2.6635, -6.1394, 0.6107], [-1.0442, -5.9923, -1.3276], [-0.6071, -4.5940, -1.1875], [-0.6917, -3.5772, -2.0518], [-0.2274, -2.4997, -1.4710], [0.1071, -2.8941, -0.2143], [-0.1111, -4.1355, -0.0303], [-4.4798, -5.5039, -1.4154], [-3.3055, -5.2247, -2.6925], [-3.3138, -4.2043, -1.2389], [-2.7425, -7.2077, -1.2443], [-2.3512, -5.1703, 1.0079], [-2.0720, -6.9097, 1.1058], [-3.7070, -6.2883, 0.8859], [-0.8843, -6.2614, -2.3708], [-0.3609, -6.5738, -0.7116], [-1.0548, -3.6570, -3.0624]], "forces_ev_per_angstrom": [[0.4, 1.2, 0.0], [0.0, 0.0, 0.0], [0.0, 0.0, 0.0], [0.0, 0.0, 0.0], [0.0, 0.0, 0.0], [-0.1, -0.1, 0.0], [0.0, 0.0, 0.0], [0.0, 0.0, 0.0], [-0.1, 0.4, 0.0], [0.1, 0.0, 0.1], [0.3, 0.0, 0.0], [0.0, 0.0, 0.0], [-0.1, 0.0, -0.1], [0.0, 0.0, 0.0], [0.0, 0.0, 0.0], [0.0, 0.0, 0.0], [0.0, 0.0, 0.0], [0.0, 0.0, 0.0], [0.0, 0.0, 0.0], [-0.2, -0.1, -0.1], [0.0, 0.0, 0.0], [0.0, 0.0, 0.0], [0.0, 0.0, 0.0], [0.0, 0.0, 0.0], [0.0, 0.0, 0.0], [0.0, 0.0, 0.0], [0.0, 0.0, 0.0], [0.0, 0.0, 0.0], [0.0, 0.0, 0.0], [0.0, 0.0, 0.0], [-0.1, -0.7, 0.3], [-0.1, 0.1, -0.3], [0.0, 0.0, 0.0], [0.0, 0.0, 0.0], [0.0, 0.0, 0.0], [0.0, 0.0, 0.0], [0.0, 0.0, 0.0], [0.0, 0.0, 0.0], [0.0, 0.0, 0.0], [0.0, 0.0, 0.0], [0.0, 0.0, 0.0], [0.0, 0.0, 0.0], [0.0, 0.0, 0.0], [0.0, 0.0, 0.0], [0.0, 0.0, 0.0], [0.0, 0.0, 0.0], [0.1, 0.0, 0.0], [0.0, 0.0, 0.0], [0.0, 0.0, 0.0], [0.0, 0.0, 0.0], [0.0, 0.0, 0.0], [0.0, 0.0, 0.0], [0.0, 0.0, 0.0], [0.0, 0.0, 0.0], [0.0, 0.0, 0.0], [0.0, 0.0, 0.0], [0.0, 0.0, 0.0], [0.0, 0.0, 0.0], [0.0, 0.0, 0.0], [0.0, 0.0, 0.0], [0.0, 0.0, 0.0], [0.0, 0.0, 0.0], [0.0, 0.0, 0.0], [0.0, 0.0, 0.0], [0.0, 0.0, 0.0], [0.1, 0.3, -0.1], [0.1, 0.1, 0.1], [-0.1, 0.0, 0.0], [0.0, -0.1, 0.1], [0.0, 0.0, 0.0], [0.0, 0.0, 0.0], [0.0, 0.0, 0.0], [0.0, 0.0, 0.0], [0.0, 0.1, 0.0], [0.0, 0.0, 0.0], [0.0, 0.0, 0.0], [0.0, -0.1, 0.1], [0.0, 0.0, 0.0], [0.0, 0.0, 0.1], [0.0, 0.0, 0.0], [0.0, 0.0, 0.0], [0.0, 0.0, 0.0], [0.0, 0.0, 0.0], [0.0, 0.0, 0.0], [0.0, 0.0, 0.0], [0.0, 0.0, 0.0], [0.0, 0.0, 0.0], [0.0, 0.0, 0.0], [0.1, 0.0, 0.0], [0.0, 0.1, 0.1], [0.1, -0.1, -0.1], [-0.4, -0.2, 0.2], [0.1, -0.6, -0.2], [0.0, 0.0, -0.1], [0.0, 0.0, 0.0], [0.0, 0.0, 0.0], [0.0, 0.0, 0.0], [0.0, 0.0, 0.0], [0.0, 0.0, 0.0], [0.0, 0.0, 0.0], [0.0, 0.0, 0.0], [0.0, 0.0, 0.0], [0.0, 0.0, 0.0], [0.0, 0.0, 0.0]], "mulliken_charge": [0.3575, -1.5118, 0.8937, -1.0079, -0.1544, 0.2758, -0.5817, -0.9226, 1.4430, -0.7108, -0.3095, -0.1868, -1.4721, 1.1068, -1.1645, -0.7115, -0.9749, -1.1227, 1.2421, 0.0627, 0.4566, 0.8288, -1.0230, -0.9767, -0.6611, -1.0595, 0.7990, -1.3955, -0.7258, 0.3745, 1.9159, -0.4867, 0.0042, -0.5077, -1.0122, 0.8250, -1.6026, -1.1165, -0.0539, 0.3877, 0.2970, 0.3933, 0.4042, 0.3548, 0.5336, 0.4062, 0.5447, 0.4631, 0.5012, 0.4364, 0.5016, 0.5314, 0.5436, 0.4741, 0.4219, 0.4880, 0.4689, 0.6265, 0.4498, 0.4809, 0.4078, 0.2919, 0.4133, 0.4401, 0.7282, -0.2156, 0.5692, -0.8287, 0.6984, -0.3758, -0.7600, -0.5132, -0.6862, -0.2669, 0.6091, 0.3965, -0.5429, 0.4610, 0.1751, 0.3643, 0.1832, 0.4254, 0.4014, 0.4086, 0.2874, -1.2265, 0.8322, -1.3281, -1.1166, 0.6032, -0.2786, -0.6829, 0.9703, -1.0976, 0.4516, 0.3533, 0.0774, 0.2871, 0.1967, 0.3857, 0.4107, 0.4379, 0.3644, 0.4461]}

=====

# 3
{"formula": "C5H3Br2F7O", "method": "the ωB97M-V functional and the def2-TZVPD basis", "homo_ev": -10.7509, "e_tot_ev": -166387.1637, "homo_lumo_gap_ev": 10.506, "e_lumo_ha": -0.009, "charge": 0, "multiplicity": 1, "elements": ["C", "O", "C", "F", "Br", "C", "Br", "C", "F", "F", "F", "C", "F", "F", "F", "H", "H", "H"], "coordinates": [[-2.1136, -1.8149, -0.0723], [-0.6299, -1.6058, -0.0736], [-0.0525, -0.4789, -0.7899], [-1.0564, 0.2697, -1.3813], [0.9478, -1.2631, -2.3409], [0.9495, 0.2706, 0.2841], [2.0579, -0.9744, 1.2824], [0.0325, 1.0659, 1.1916], [-0.5426, 2.1843, 0.5724], [-1.0659, 0.3978, 1.6691], [0.7883, 1.5966, 2.2673], [1.8003, 1.2642, -0.4113], [2.4514, 2.0091, 0.4665], [2.7783, 0.7237, -1.0954], [1.2075, 2.1126, -1.2918], [-2.7975, -0.9575, 0.1975], [-2.4822, -2.0578, -1.0257], [-2.2728, -2.7419, 0.5514]], "forces_ev_per_angstrom": [[0.3, 0.0, 1.0], [-0.7, 2.0, -0.8], [-1.2, -2.8, 0.4], [1.5, -0.2, 1.4], [-0.4, 0.3, 0.7], [-2.8, -1.0, -1.3], [-0.6, 0.4, -0.5], [-1.7, 2.7, 2.6], [1.3, -1.8, 0.7], [2.1, 0.5, -0.2], [-1.9, -1.3, -1.7], [2.3, 2.2, -1.5], [-0.1, 1.0, 1.1], [0.8, -1.5, -1.0], [-0.6, -0.8, 0.7], [1.4, -0.6, 0.5], [0.1, -0.5, -1.7], [0.4, 1.4, -0.3]], "mulliken_charge": [-0.7032, -0.2266, 0.4184, -0.2339, -0.0952, -0.1872, 0.1565, 0.7601, -0.2460, -0.2167, -0.2329, 0.6221, -0.2366, -0.2064, -0.2467, 0.2831, 0.3445, 0.2468]}